The following is a quantum chemistry calculation of C32H29BrClN9OW as an isolated structure at a distorted geometry, from the Open Molecules 2025 dataset.

The geometry in XYZ format:
```
74
Properties=species:S:1:pos:R:3
C 2.349 -21.363 -5.071
C -4.186 -15.823 -0.396
H -7.152 -15.229 -2.816
W -4.244 -15.033 -5.953
H -0.491 -15.527 -11.356
Cl -5.821 -16.722 1.533
C -3.573 -14.281 -8.923
H -0.550 -14.395 -4.026
C -4.824 -14.392 -3.879
C -3.946 -15.275 -1.652
H -7.540 -16.196 -0.568
N 0.067 -18.998 -2.702
N -3.450 -15.287 -8.018
C 2.346 -20.763 -6.313
H -4.098 -13.587 -3.709
C -7.308 -15.720 -6.524
C 2.044 -18.545 -5.376
H -1.676 -20.978 -3.103
Br 2.544 -21.611 -7.913
H 0.002 -17.980 -10.898
N -5.796 -17.182 -7.199
H -5.080 -12.685 -7.092
N -5.938 -15.946 -6.488
C -2.672 -17.544 -4.720
H 2.635 -22.364 -4.883
H -7.771 -15.046 -5.833
H -3.412 -15.802 0.339
H -2.937 -14.898 -1.907
C -1.752 -15.440 -9.545
C -0.923 -16.071 -10.451
N -4.857 -12.999 -6.153
C -0.973 -15.345 -4.247
C -5.485 -16.153 -0.032
C -6.562 -15.883 -0.875
H -3.020 -12.782 -5.088
H -8.755 -16.069 -8.067
H -2.500 -17.987 -7.433
H -1.001 -19.133 -8.955
C -6.885 -17.349 -7.973
C -6.320 -15.394 -2.133
N -2.715 -16.342 -5.463
N 1.041 -18.271 -3.273
C -1.616 -15.540 -5.478
C -3.424 -18.802 -5.126
H -6.979 -18.164 -8.701
C -5.002 -15.092 -2.562
C -7.800 -16.365 -7.635
N -3.391 -13.074 -6.003
C -1.957 -20.003 -3.549
H -3.639 -20.864 -4.496
C -0.652 -17.422 -10.243
C 1.811 -19.154 -4.148
H -0.410 -16.384 -2.468
O -4.165 -18.962 -6.164
H -2.804 -12.850 -6.817
H 2.153 -21.038 -3.044
C -1.143 -18.870 -3.217
H 2.082 -17.485 -5.474
C 2.176 -19.345 -6.477
H 2.223 -19.022 -7.545
C 2.134 -20.528 -3.984
N -2.606 -14.309 -9.853
C -1.197 -18.058 -9.129
C -2.001 -17.382 -8.174
H -5.797 -13.873 -4.086
C -1.017 -16.397 -3.356
H -4.512 -13.763 -9.057
C -1.685 -17.583 -3.726
H -2.397 -13.583 -10.557
H -5.105 -17.885 -6.843
H -1.233 -15.205 -6.426
C -3.076 -19.947 -4.317
H -5.317 -12.383 -5.489
C -2.303 -16.037 -8.418
```

Calculated values
gap between HOMO and LUMO (alpha / beta) = 5.33 / 5.14 eV
electronic energy = -133480.20448 eV
net charge = +2
ΔE to the lowest compared entry with this formula, charge and spin = 0.00 kcal per mole
<S²> = 2.33
2S+1 = 3

Per-atom Löwdin charges, elementary charge units:
1 C -0.092
2 C -0.097
3 H 0.105
4 W 1.510
5 H 0.151
6 Cl 0.729
7 C -0.157
8 H 0.114
9 C -0.272
10 C -0.057
11 H 0.106
12 N 0.136
13 N -0.054
14 C -0.728
15 H 0.034
16 C -0.053
17 C -0.038
18 H 0.145
19 Br 0.857
20 H 0.118
21 N 0.041
22 H 0.108
23 N -0.187
24 C -0.079
25 H 0.110
26 H 0.122
27 H 0.102
28 H 0.107
29 C -0.169
30 C -0.007
31 N -0.085
32 C -0.017
33 C -0.696
34 C -0.102
35 H 0.120
36 H 0.126
37 H 0.081
38 H 0.126
39 C -0.014
40 C -0.052
41 N -0.131
42 N 0.119
43 C -0.169
44 C -0.249
45 H 0.154
46 C -0.297
47 C -0.037
48 N -0.083
49 C 0.028
50 H 0.135
51 C -0.054
52 C -0.216
53 H 0.126
54 O -0.018
55 H 0.124
56 H 0.115
57 C -0.197
58 H 0.111
59 C -0.132
60 H 0.097
61 C 0.001
62 N 0.146
63 C -0.039
64 C 0.003
65 H 0.044
66 C -0.009
67 H 0.136
68 C -0.078
69 H 0.188
70 H 0.083
71 H 0.107
72 C 0.021
73 H 0.123
74 C -0.244

The following is a quantum chemistry calculation of C32H29BrCsFN4O5S as an isolated structure at a distorted geometry, from the Open Molecules 2025 dataset.

The geometry in XYZ format:
```
74
Properties=species:S:1:pos:R:3
C -11.027 12.975 8.828
C -8.206 7.269 13.809
C -14.312 11.737 9.968
C -9.171 9.876 10.177
H -10.002 10.529 10.369
H -8.936 10.967 11.686
C -8.309 10.410 11.217
N -17.375 5.856 11.561
C -13.609 2.587 11.712
H -14.797 0.759 11.983
H -5.083 6.303 12.755
S -11.247 6.039 9.422
N -10.153 7.828 11.060
H -21.391 6.598 13.581
H -14.785 11.263 10.774
H -10.445 13.331 11.947
C -12.312 10.874 12.156
H -16.823 1.642 11.959
C -14.815 1.794 11.869
C -19.727 8.759 11.338
O -12.301 9.543 14.895
C -19.649 6.177 12.505
H -6.286 4.792 11.352
H -8.782 4.936 11.574
F -9.111 13.623 10.014
H -8.564 9.934 9.301
Br -22.198 9.469 12.609
H -19.899 9.686 10.887
C -10.474 6.384 13.396
H -19.687 5.233 12.818
N -11.208 6.330 12.209
C -10.373 13.265 9.898
H -9.855 7.698 9.076
H -8.185 7.599 10.065
C -20.692 8.327 12.249
C -8.306 5.433 12.267
H -11.985 5.750 12.358
C -9.212 8.327 10.054
H -14.536 11.175 8.990
O -12.568 9.776 11.556
O -11.942 11.081 13.247
C -11.487 9.851 14.074
C -13.806 3.887 11.527
H -18.517 4.255 11.788
C -16.083 2.453 11.870
H -12.685 1.755 11.907
C -6.698 7.219 13.728
C -18.711 7.887 11.154
H -12.946 4.658 11.381
C -12.997 12.000 9.971
C -10.880 12.772 11.137
H -12.965 12.721 7.810
C -16.155 3.855 11.697
N -14.906 4.488 11.516
H -7.592 9.470 11.673
Cs -14.348 7.840 11.344
H -7.356 10.638 11.252
C -6.063 6.382 12.901
C -20.620 7.032 12.962
H -6.310 8.194 14.276
O -11.128 6.093 14.415
C -7.005 5.398 12.008
C -8.996 6.333 13.152
C -10.885 6.738 10.972
H -8.719 8.235 14.275
H -10.120 8.410 11.826
C -17.363 4.595 11.697
O -10.584 9.366 13.648
H -10.691 13.313 7.578
C -18.546 6.711 11.753
C -12.337 12.151 11.286
C -12.422 12.553 8.750
H -12.895 13.112 11.748
H -17.977 8.270 10.474
```

Calculated values
gap between HOMO and LUMO (alpha / beta) = 3.82 / 4.27 eV
electronic energy = -133981.86637 eV
net charge = -2
ΔE to the lowest compared entry with this formula, charge and spin = 339.59 kcal per mole
2S+1 = 1

Per-atom Löwdin charges, elementary charge units:
1 C -0.136
2 C -0.004
3 C -0.066
4 C -0.221
5 H 0.095
6 H -0.003
7 C -0.092
8 N 0.013
9 C -0.120
10 H 0.049
11 H 0.024
12 S 0.568
13 N -0.003
14 H 0.088
15 H -0.001
16 H 0.078
17 C -0.574
18 H 0.088
19 C -0.114
20 C -0.141
21 O 0.081
22 C -0.048
23 H 0.115
24 H 0.053
25 F 0.039
26 H 0.097
27 Br 0.613
28 H 0.080
29 C -0.349
30 H 0.038
31 N 0.100
32 C -0.472
33 H 0.079
34 H 0.166
35 C -0.655
36 C -0.084
37 H 0.076
38 C -0.174
39 H 0.068
40 O -0.286
41 O 0.179
42 C -0.763
43 C -0.314
44 H 0.136
45 C -0.067
46 H 0.145
47 C -0.113
48 C -0.096
49 H 0.069
50 C -0.369
51 C -0.027
52 H 0.077
53 C -0.267
54 N 0.047
55 H 0.152
56 Cs 0.959
57 H -0.004
58 C -0.056
59 C -0.098
60 H 0.130
61 O 0.097
62 C -0.022
63 C -0.133
64 C -0.841
65 H 0.147
66 H 0.070
67 C -0.209
68 O 0.145
69 H 0.153
70 C -0.241
71 C -0.156
72 C -0.086
73 H 0.186
74 H 0.107